C7H13NO3 | ωB97M-V/def2-TZVPD

Atoms and positions in Å:
C (-2.586, -0.131, -0.152)
C (-2.008, 0.235, 1.210)
C (-0.576, 0.684, 1.167)
C (0.175, -0.105, 1.934)
C (-0.700, -1.144, 2.576)
O (-1.999, -0.915, 2.054)
H (-3.591, -0.556, -0.038)
H (-1.952, -0.888, -0.642)
H (-2.650, 0.752, -0.796)
H (-2.649, 1.006, 1.666)
H (-0.238, 1.548, 0.580)
H (1.209, -0.022, 2.103)
H (-0.378, -2.176, 2.335)
H (-0.718, -1.054, 3.681)
C (1.855, 0.723, -3.351)
O (0.822, 0.486, -2.389)
C (1.178, 0.126, -1.152)
N (2.382, -0.017, -0.777)
O (2.413, -0.398, 0.573)
H (1.758, 1.764, -3.702)
H (2.845, 0.566, -2.912)
H (1.687, 0.021, -4.195)
H (0.348, -0.029, -0.521)
H (3.373, -0.475, 0.748)

**Spin multiplicity**: 1
**LUMO level**: 0.83 eV
**ΔE to the lowest compared entry with this formula, charge and spin**: 4.722 eV
**Total energy**: -15098.6889 eV
**Highest occupied orbital energy**: -8.82 eV
**Frontier orbital gap**: 9.65 eV

These are the natural (NBO) partial charges, in e, on atoms 1 to 2: -0.623 0.067